(1)
The following is a quantum chemistry calculation of a cluster of 8 separate species, C49H113N9O8 in total at a distorted geometry, from the Open Molecules 2025 dataset.

Structure (XYZ):
```
179
Properties=species:S:1:pos:R:3:forces:R:3
C -3.5615 -11.7267 -6.5023 1.163 -0.130 -1.103
C -3.6802 -11.0234 -5.1709 0.663 -1.541 1.703
C -2.5166 -11.5645 -4.1683 -1.278 0.171 0.720
C -1.1168 -11.1290 -4.4564 -0.516 1.420 -0.582
C -1.1180 -9.5352 -4.4323 0.357 -2.414 -1.526
C -2.2467 -8.8897 -5.3339 0.584 0.889 -0.170
N -3.5770 -9.5388 -5.1515 1.601 -1.714 2.140
O -4.5276 -8.9841 -5.9594 -0.873 0.720 -1.532
C -2.3538 -7.4198 -4.7645 0.099 -0.233 -0.314
C -1.8178 -8.9223 -6.8818 -0.600 0.348 1.257
C -5.0490 -11.4804 -4.5414 0.386 1.195 0.374
H -3.6423 -12.8115 -6.4331 -0.372 -0.030 0.427
H -2.5563 -11.6047 -6.9058 0.102 0.176 -0.111
H -4.2323 -11.4052 -7.2990 -0.257 0.264 0.310
H -2.6925 -11.1703 -3.1675 -0.597 0.636 0.071
H -2.5884 -12.6158 -3.8894 -0.261 -0.463 -1.029
H -0.7816 -11.4839 -5.4310 -0.007 0.130 -0.255
H -0.3712 -11.5202 -3.7642 -0.218 0.053 0.304
H -0.1463 -9.4422 -4.9174 0.013 1.303 -0.084
H -1.0263 -9.1613 -3.4125 -0.495 0.066 -0.090
H -2.9723 -6.7419 -5.3527 -0.233 -0.255 -0.035
H -2.6785 -7.4149 -3.7240 -0.575 -0.384 -0.097
H -1.3952 -6.9128 -4.6543 0.440 -0.330 -0.577
H -2.6849 -8.7905 -7.5290 -0.218 -0.157 0.219
H -1.1771 -8.0789 -7.1392 0.404 -0.216 0.237
H -1.3694 -9.8872 -7.1186 0.227 0.227 -0.043
H -5.2109 -10.8272 -3.6839 -0.172 0.028 0.195
H -5.1012 -12.4990 -4.1571 0.543 -0.095 -0.260
H -5.9108 -11.3648 -5.1987 0.159 0.121 -0.303
H -5.3189 -8.9471 -5.4171 -0.067 0.215 0.153
C -1.6542 -19.6470 0.4971 -0.322 -0.918 0.563
C -2.3710 -19.8302 -0.8849 0.804 1.441 0.122
C -1.1896 -19.9763 -1.8489 0.401 -0.985 -0.698
C -1.5261 -20.3876 -3.3234 0.073 2.186 1.442
C -2.1889 -21.7308 -3.2277 0.956 0.551 0.128
C -3.4012 -21.7745 -2.2251 0.114 -0.670 -0.087
N -3.1250 -21.0673 -0.9550 2.174 0.010 0.039
O -4.1039 -21.1449 0.0426 -0.924 0.174 -0.560
C -4.6605 -21.2497 -2.8678 -0.272 0.468 -0.660
C -3.5485 -23.2502 -1.8927 -0.350 -1.055 0.045
C -3.1450 -18.5071 -1.1811 -0.338 -0.573 0.491
H -2.2926 -19.3903 1.3425 -0.358 0.545 -0.265
H -0.8003 -18.9702 0.4672 -0.368 0.409 -0.279
H -1.1975 -20.5622 0.8737 0.024 -0.552 -0.481
H -0.4591 -19.1808 -1.7020 -0.402 0.479 -0.450
H -0.6523 -20.8380 -1.4527 0.214 -0.266 0.052
H -0.6307 -20.2979 -3.9386 0.245 -0.772 0.096
H -2.1352 -19.6142 -3.7912 -0.593 -0.003 0.095
H -1.3788 -22.3751 -2.8861 -0.214 -0.344 0.436
H -2.3287 -22.0678 -4.2549 -1.157 -0.309 0.161
H -4.8063 -21.7014 -3.8490 -0.211 -0.295 0.076
H -5.5303 -21.4122 -2.2312 0.009 -0.041 -0.053
H -4.5792 -20.1824 -3.0731 0.002 0.124 0.181
H -4.2578 -23.4694 -1.0946 0.065 0.335 0.184
H -3.9135 -23.8466 -2.7289 -0.109 0.297 -0.403
H -2.5914 -23.7158 -1.6577 0.081 0.249 0.342
H -3.3606 -18.4226 -2.2463 0.042 0.267 0.073
H -2.6315 -17.6334 -0.7799 0.525 -0.021 -0.473
H -4.0789 -18.4529 -0.6217 -0.277 -0.466 -0.129
H -3.6286 -21.3948 0.8384 0.162 -0.267 0.035
C -15.1831 -14.9660 0.6135 -0.441 0.682 1.443
C -14.1014 -16.0340 0.9363 -0.118 1.132 0.249
C -14.0541 -16.8449 -0.3505 0.773 -1.730 -0.259
C -12.7537 -17.6368 -0.5994 0.817 0.971 0.784
C -11.5098 -16.7199 -0.4547 -0.869 -0.477 0.564
C -11.4330 -15.8688 0.8824 0.660 1.354 -0.984
N -12.7867 -15.3062 1.1520 -0.736 -0.597 -1.746
O -12.8666 -14.2634 2.0964 0.347 -0.869 -0.263
C -10.8176 -16.6062 2.0740 -0.822 -1.331 -0.221
C -10.3955 -14.7299 0.6162 -0.535 0.281 -1.069
C -14.5924 -16.8978 2.1733 0.412 0.025 -0.466
H -14.9219 -14.2259 -0.1429 0.372 -0.293 -0.052
H -15.4443 -14.4123 1.5154 0.459 0.329 0.209
H -16.1790 -15.3467 0.3870 0.243 -0.793 -0.486
H -14.8088 -17.6234 -0.2390 -0.477 0.223 -0.194
H -14.3250 -16.2415 -1.2168 0.223 0.120 0.062
H -12.6641 -18.0767 -1.5927 -0.499 -0.009 -0.069
H -12.6582 -18.4615 0.1069 -0.185 -0.103 0.175
H -11.5347 -16.1150 -1.3611 0.166 0.698 0.339
H -10.6424 -17.3695 -0.5725 0.313 0.196 0.355
H -10.4322 -15.9655 2.8671 -0.453 0.141 0.020
H -11.6097 -17.2809 2.3986 0.096 -0.098 0.750
H -9.9913 -17.2685 1.8155 0.128 0.165 -0.375
H -10.6231 -14.0472 -0.2025 -0.884 0.051 -0.032
H -10.2058 -14.0814 1.4714 0.187 -0.409 0.135
H -9.5027 -15.1776 0.1796 0.399 -0.297 0.773
H -13.9924 -16.7180 3.0654 0.087 0.055 -0.024
H -14.5584 -17.9655 1.9568 0.414 -0.089 -0.070
H -15.6321 -16.7524 2.4665 -0.055 0.500 -0.237
H -12.7407 -14.7257 2.9283 -0.021 0.171 0.691
C 5.5519 -23.5005 0.2860 0.635 1.180 0.321
C 6.7325 -23.8600 -0.6676 0.105 -0.794 0.542
C 6.5181 -22.9878 -1.9313 0.751 0.052 -0.923
C 7.7489 -22.8997 -2.8704 -0.326 -1.621 0.714
C 8.9930 -22.5311 -2.0814 -1.465 0.098 -1.273
C 9.2646 -23.3325 -0.8292 1.935 -0.384 -0.793
N 8.0856 -23.5499 -0.0799 -2.306 2.471 -0.670
O 8.3686 -24.1971 1.0769 -0.154 -2.271 1.451
C 10.0195 -24.6313 -1.1991 -0.048 -1.084 0.288
C 10.2519 -22.4147 -0.0684 0.385 0.206 -0.491
C 6.6270 -25.3854 -0.9892 -0.191 0.859 -0.901
H 5.4851 -22.4126 0.2978 0.214 0.217 0.330
H 5.6571 -23.8176 1.3236 0.265 -0.281 -0.137
H 4.5451 -23.7630 -0.0390 0.295 -0.665 -0.468
H 5.6972 -23.4417 -2.4865 -0.193 0.063 0.027
H 6.2313 -21.9587 -1.7151 -0.135 -0.065 0.573
H 7.7076 -22.1714 -3.6803 -0.679 -0.083 -0.010
H 7.8446 -23.8927 -3.3097 0.244 -0.082 -0.339
H 8.7257 -21.4921 -1.8891 0.917 0.315 0.607
H 9.7949 -22.6170 -2.8146 0.466 0.333 0.488
H 9.4216 -25.4294 -1.6391 -0.451 0.502 -0.747
H 10.8960 -24.4599 -1.8240 -0.066 0.136 -0.016
H 10.3379 -25.2205 -0.3391 0.356 0.637 0.544
H 10.7820 -22.7590 0.8196 -0.761 -0.275 0.430
H 11.1091 -22.2341 -0.7170 -0.070 0.099 -0.412
H 9.7474 -21.4537 0.0321 0.175 0.025 0.609
H 6.9376 -26.0336 -0.1697 0.105 0.200 -0.067
H 7.1861 -25.5698 -1.9065 0.393 -0.344 0.200
H 5.6027 -25.6201 -1.2786 -0.183 -0.043 0.281
H 8.7571 -23.5996 1.7200 -0.216 0.599 -0.160
C -6.5053 -29.0716 -6.5051 -0.240 0.048 -1.419
O -7.0394 -28.0301 -6.7823 -0.754 0.933 -0.900
N -5.9819 -29.3736 -5.3828 1.714 0.662 6.224
N -6.2381 -30.1358 -7.2548 -1.084 -1.470 -4.713
H -5.5135 -30.2653 -5.3081 0.189 0.899 0.895
H -5.8860 -28.5853 -4.7587 0.309 -0.669 0.533
H -5.9688 -31.0198 -6.8473 -0.366 0.283 -0.524
H -6.7357 -30.1103 -8.1334 0.246 -0.689 -0.081
C -4.9787 -19.7352 5.8715 0.978 1.357 -1.257
C -4.4569 -20.7090 6.8547 -0.193 -0.484 0.576
C -3.3358 -21.5777 6.2678 -0.032 -0.262 1.117
O -3.7478 -22.2479 5.0985 -0.867 0.700 0.154
C -2.8548 -23.1623 4.5564 1.171 -0.383 0.686
N -4.0102 -20.0058 8.0955 0.143 -0.538 -1.371
H -5.7276 -18.9969 6.1580 -0.563 -0.669 0.313
H -5.1694 -20.2010 4.9047 -0.501 -0.032 0.191
H -4.1405 -19.0685 5.6691 0.372 0.151 -0.188
H -5.2253 -21.4268 7.1417 -0.360 -0.161 -0.189
H -3.1662 -22.2693 7.0930 0.300 -0.738 -0.010
H -2.3827 -21.0564 6.1795 0.024 0.441 -0.553
H -2.7031 -24.0582 5.1583 -0.774 -0.476 0.277
H -1.8340 -22.7862 4.6239 0.245 0.566 -0.807
H -3.1596 -23.4574 3.5523 0.063 0.283 0.094
H -4.8280 -19.4816 8.3720 0.062 0.108 0.508
H -3.8249 -20.7271 8.7778 -0.060 0.138 0.434
C 4.0788 -22.2116 -9.2779 0.429 1.485 -0.707
C 2.5490 -21.7505 -8.9110 3.039 -2.522 -1.610
C 1.7277 -21.1014 -10.0277 0.702 1.531 0.498
O 0.5109 -20.6035 -9.4986 -0.756 0.948 -0.084
C -0.1739 -19.6566 -10.3441 0.180 -0.735 -0.771
N 2.0501 -23.0417 -8.4752 -1.778 0.130 1.324
H 4.4729 -22.8805 -8.5128 -0.488 0.042 0.009
H 4.8440 -21.4457 -9.4040 -0.278 1.176 0.976
H 4.3960 -22.6036 -10.2443 -1.454 -1.063 -0.439
H 2.7362 -21.1417 -8.0264 -0.699 0.345 -0.218
H 1.5169 -21.6931 -10.9185 0.214 -0.637 0.141
H 2.3301 -20.2562 -10.3607 0.117 0.320 -0.305
H 0.2568 -18.6706 -10.5185 0.659 0.200 1.037
H -1.2120 -19.5207 -10.0409 0.232 -0.258 0.393
H -0.1899 -19.9939 -11.3805 -0.213 -0.703 -0.164
H 1.6218 -23.5924 -9.2056 0.427 0.017 -0.677
H 1.2300 -22.8070 -7.9344 -0.335 -0.276 0.603
C -2.8041 -32.8754 1.1982 1.541 0.363 -0.723
C -2.9281 -31.6736 0.1991 -1.478 -0.787 0.991
C -1.6613 -31.3191 -0.6459 -2.221 0.067 0.625
O -1.7883 -29.9992 -1.2828 -0.149 -1.427 1.339
C -0.5022 -29.4298 -1.3515 0.197 0.236 -0.286
N -4.2036 -32.0418 -0.4878 0.939 1.090 -1.042
H -1.8372 -32.8725 1.7014 -0.082 0.126 0.397
H -2.8078 -33.8200 0.6545 -0.105 0.011 -0.316
H -3.6221 -32.9439 1.9154 0.099 0.459 -0.001
H -3.1041 -30.7593 0.7660 0.030 0.102 0.350
H -1.5500 -32.1348 -1.3603 0.583 0.259 -0.364
H -0.8981 -31.2837 0.1316 0.464 -0.053 -0.359
H -0.5338 -28.5303 -1.9663 -0.017 -0.552 -0.864
H 0.1436 -30.2555 -1.6502 0.668 0.647 -0.598
H -0.0742 -28.9788 -0.4562 -0.404 -0.543 0.965
H -4.8029 -32.6254 0.0781 0.206 0.103 0.155
H -4.6992 -31.1830 -0.6802 -0.282 -0.094 -0.285
```
Forces are in eV/Å.

Summary:
Calculated total energy = -82424.2971 eV
SMILES = CC1(C)CCCC(C)(C)N1O.CC1(C)CCCC(C)(C)N1O.CC1(C)CCCC(C)(C)N1O.CC1(C)CCCC(C)(C)N1O.COC[C@H](C)N.COC[C@H](C)N.COC[C@H](C)N.NC(N)=O
Orbital gap = 0.30396 hartree
Energy above the lowest of the compared OMol25 structures with the same formula, charge and spin = 704.0 kJ/mol
Max |F| = 0.1262 Eh/bohr

(2)
The following is a quantum chemistry calculation of a structure of composition H24HeO12 at a distorted geometry, from the Open Molecules 2025 dataset.

Structure (XYZ):
```
37
Properties=species:S:1:pos:R:3:forces:R:3
He 10.0548 17.6063 1.3988 0.073 0.074 0.096
O 9.4232 16.1561 -0.9057 -0.464 -0.524 0.025
H 9.4375 16.2575 0.0460 0.038 -0.237 0.211
H 9.5663 17.0402 -1.2435 0.398 0.234 -0.210
O 14.0385 17.4905 0.8061 0.210 0.174 -0.276
H 13.4840 17.2277 1.5408 -0.401 -0.130 0.199
H 14.9111 17.5884 1.1872 0.278 0.041 -0.009
O 10.4214 20.9970 0.6308 0.541 0.246 0.187
H 9.8369 20.3246 0.9809 -0.380 -0.226 0.109
H 9.8409 21.6044 0.1722 0.001 0.156 -0.132
O 12.1325 15.1088 1.3528 0.173 -0.338 -0.261
H 11.2017 14.9903 1.5417 -0.207 0.151 -0.208
H 12.4543 15.6584 2.0674 0.011 0.077 0.405
O 9.2455 15.0226 2.1608 0.201 -0.076 -0.111
H 9.5797 14.2096 2.5397 0.075 -0.599 -0.033
H 8.2948 14.9114 2.1546 -0.549 0.257 -0.219
O 10.2777 18.6377 -1.6473 -0.737 0.210 -0.040
H 11.2092 18.7757 -1.8194 0.745 0.122 0.313
H 9.8325 19.0680 -2.3773 -0.089 0.111 -0.305
O 12.8774 19.7784 -0.4402 -0.132 0.212 -0.640
H 13.3092 18.9936 -0.1027 0.424 -0.564 0.257
H 12.0640 19.8389 0.0606 -0.350 0.417 0.179
O 10.1820 16.0593 4.4407 0.803 0.025 0.872
H 9.8297 15.6922 3.6300 -0.251 0.059 -0.525
H 9.7125 16.8858 4.5539 -0.430 0.463 0.136
O 8.8961 18.5242 5.1269 -0.091 -0.142 -0.093
H 9.1306 19.3604 4.7244 0.050 0.239 -0.222
H 9.2013 18.5990 6.0310 0.029 -0.022 0.348
O 8.1694 19.3411 0.6183 -0.175 0.010 0.416
H 8.6161 19.0299 -0.1690 0.495 -0.311 -0.503
H 7.5547 20.0021 0.3000 -0.313 0.181 -0.036
O 6.7985 17.0081 1.4969 -0.200 -0.677 0.162
H 6.1334 17.3493 2.0947 -0.161 0.008 0.171
H 7.3156 17.7749 1.2502 0.304 0.442 -0.183
O 12.6031 17.0955 3.4307 0.657 0.378 -0.288
H 13.1882 17.7528 3.8075 0.288 0.168 0.006
H 11.9185 16.9778 4.0893 -0.861 -0.610 0.200
```
Forces are in eV/Å.

Summary:
Calculated total energy = -25039.2699 eV
Orbital gap = 0.37431 hartree
Energy above the lowest of the compared OMol25 structures with the same formula, charge and spin = 86.2 kJ/mol
Max |F| = 0.0231 Eh/bohr

(3)
The following is a quantum chemistry calculation of the ion C2H2O5S with charge -2 at a distorted geometry, from the Open Molecules 2025 dataset.

Structure (XYZ):
```
10
Properties=species:S:1:pos:R:3:forces:R:3
C 0.5692 -1.4586 -0.1979 -0.666 2.263 1.895
C -0.2735 -0.2122 0.1937 -2.411 0.752 0.915
O 1.2692 -1.2760 -1.2165 0.475 -0.466 -1.083
O -2.9296 -1.7144 0.1132 0.020 1.008 0.420
O 0.5319 -2.3603 0.6478 0.340 -1.181 -0.287
O -2.9677 0.8603 0.2208 -0.114 -0.594 0.587
O 0.0763 0.9666 -0.5031 2.097 -1.368 -2.329
S -2.4029 -0.3923 -0.3906 1.685 -0.355 -0.790
H -0.4093 0.0485 1.3276 0.480 -0.764 -1.964
H 0.6942 0.5808 -1.2970 -1.907 0.705 2.636
```
Forces are in eV/Å.

Summary:
Calculated total energy = -23177.6681 eV
Net charge = -2
Orbital gap = 0.19288 hartree
Energy above the lowest of the compared OMol25 structures with the same formula, charge and spin = 88.6 kJ/mol
Max |F| = 0.0665 Eh/bohr

(4)
The following is a quantum chemistry calculation of an isolated molecule of C4H4N2O at a distorted geometry, from the Open Molecules 2025 dataset.

Structure (XYZ):
```
11
Properties=species:S:1:pos:R:3:forces:R:3
N 2.2571 1.1546 0.7417 -0.387 -0.364 -0.419
C 1.5957 0.4232 0.0137 0.181 0.270 0.237
C 0.9388 -0.4469 -0.7252 0.223 0.168 -0.028
O 0.0536 -1.3228 -0.1067 0.049 -0.024 0.046
C -1.2760 -0.8573 -0.1105 -0.229 -0.050 -0.020
C -1.4201 0.4173 0.6277 -0.045 0.911 0.498
N -1.4946 1.4243 1.1920 0.062 -1.034 -0.564
H 1.0550 -0.5145 -1.8035 0.011 0.054 0.200
H 1.8157 2.0584 0.9259 0.063 -0.065 -0.024
H -1.6481 -0.7081 -1.1336 0.036 -0.004 0.152
H -1.8772 -1.6282 0.3786 0.037 0.137 -0.078
```
Forces are in eV/Å.

Summary:
Calculated total energy = -9237.7541 eV
SMILES = N#CCOC=C=N
Orbital gap = 0.36617 hartree
Energy above the lowest of the compared OMol25 structures with the same formula, charge and spin = 263.8 kJ/mol
Max |F| = 0.0229 Eh/bohr